2 unconnected molecules or ions with the total composition C6H17N2 at a distorted geometry. Source: the Open Molecules 2025 dataset; level of theory: ωB97M-V/def2-TZVPD.

The charge is +1. The spin multiplicity is 1. The energy above the lowest of the compared OMol25 structures with the same formula, charge and spin is 3.7301 eV. As for the total energy: -347.9538 hartree.

Atoms and positions in Å:
H1 1.33871 -1.05814 -0.91295
H2 1.72718 -1.32263 -2.62690
H3 1.03873 2.19001 -0.38458
H4 -0.02706 0.18421 -2.66335
H5 -0.80509 -0.67126 0.87777
C1 -1.25697 -0.62424 -1.23468
N1 -0.25981 -0.73046 -2.29529
H6 -0.18956 4.01842 1.00618
H7 -1.66760 -1.61502 -1.04225
C2 0.43322 3.25934 1.47623
N2 0.51429 -3.39060 2.25085
C3 -0.79280 0.01453 0.02661
H8 -1.44900 1.59209 1.16516
C4 -0.85157 1.39655 0.26046
H9 0.77778 -2.50930 -1.83384
H10 0.02517 -3.51143 3.13234
H11 1.16683 1.28095 1.16875
H12 1.40054 3.72003 1.65908
H13 -2.08739 -0.04518 -1.64210
C5 0.97211 -1.43124 -1.85836
H14 -1.28458 1.95833 -0.56229
H15 0.35429 -2.42570 1.98356
H16 1.50247 -3.45033 2.47682
C6 0.62041 2.03385 0.60455
H17 0.00567 2.97581 2.43169